Entry from the Open Molecules 2025 dataset: a cluster of 3 separate species, C24H45Cl4N5O5PS in total (wB97M-V/def2-TZVPD).

Frontier orbital gap ... 6.7 eV
Total charge ... +1
E_tot ... -4171.5989 Ha
Molecular weight ... 688.5 g/mol
Strongest force on any atom ... 1.549 eV/Å

Bonds (Å) are listed after each position.
Positions of all 85 atoms, in Å:
1 Cl 6.49 0.85 2.67  C37 1.782
2 Cl -3.51 -5.55 4.67  C32 1.781
3 Cl -0.41 -6.75 3.92  C38 1.785
4 Cl 3.45 0.14 3.95  C35 1.797
5 S 0.66 4.67 -4.18  C28 1.814, H46 1.338
6 P 0.17 0.34 1.21  O9 1.605, O11 1.603, N14 1.711, N15 1.531
7 O 2.07 -2.32 -0.90  C24 1.355, C25 1.431
8 O -2.92 0.65 -2.83  C20 1.397, H85 0.963
9 O 0.21 1.23 2.54  P6 1.605, H54 0.968
10 O 0.31 -3.60 -0.37  C24 1.201
11 O 1.45 -0.62 1.25  P6 1.603, H73 0.967
12 N 1.49 0.86 -2.15  C22 1.490, C30 1.476, C36 1.409
13 N 2.89 1.50 -0.42  C36 1.290, C40 1.460, H48 1.015
14 N 0.56 1.47 -0.02  P6 1.711, C21 1.508, C36 1.391
15 N -1.13 -0.40 0.87  P6 1.531, H83 1.012
16 N -3.30 2.84 -0.98  C27 1.453, C39 1.467, H78 1.012
17 C -5.75 0.10 -0.55  C29 1.400, C34 1.388, H70 1.083
18 C -6.03 -1.28 -2.50  C26 1.389, C34 1.390, H42 1.081
19 C 1.13 1.90 -4.38  C22 1.530, C28 1.527, H57 1.093, H80 1.089
20 C -4.12 0.17 -2.29  O8 1.397, C26 1.392, C29 1.392
21 C 0.29 2.92 0.30  N14 1.508, C23 1.521, H68 1.094, H71 1.089
22 C 1.99 1.87 -3.11  N12 1.490, C19 1.530, H64 1.098, H76 1.091
23 C -1.18 3.29 0.20  C21 1.521, C27 1.528, H51 1.091, H53 1.092
24 C 1.43 -3.22 -0.12  O7 1.355, O10 1.201, C31 1.502
25 C 1.22 -1.61 -1.79  O7 1.431, C30 1.529, H55 1.089, H58 1.091
26 C -4.84 -0.78 -3.01  C18 1.389, C20 1.392, H60 1.082
27 C -1.85 2.87 -1.11  N16 1.453, C23 1.528, H47 1.096, H69 1.094
28 C 0.04 2.97 -4.36  S5 1.814, C19 1.527, H52 1.087, H63 1.088
29 C -4.56 0.64 -1.06  C17 1.400, C20 1.392, C39 1.513
30 C 2.05 -0.48 -2.41  N12 1.476, C25 1.529, H77 1.088, H81 1.097
31 C 2.23 -3.67 1.07  C24 1.502, C33 1.535, H61 1.089, H74 1.089
32 C -2.51 -5.12 3.25  Cl2 1.781, C38 1.507, H43 1.087, H84 1.089
33 C 1.40 -3.55 2.36  C31 1.535, H50 1.089, H62 1.089, H72 1.087
34 C -6.48 -0.85 -1.26  C17 1.388, C18 1.390, H79 1.081
35 C 4.88 0.73 4.88  Cl4 1.797, C37 1.505, H44 1.086, H49 1.088
36 C 1.69 1.27 -0.82  N12 1.409, N13 1.290, N14 1.391
37 C 5.72 1.67 4.05  Cl1 1.782, C35 1.505, H41 1.088, H67 1.088
38 C -1.69 -6.28 2.76  Cl3 1.785, C32 1.507, H59 1.087, H75 1.089
39 C -3.84 1.69 -0.24  N16 1.467, C29 1.513, H56 1.092, H65 1.092
40 C 3.33 1.97 0.89  N13 1.460, H45 1.088, H66 1.084, H82 1.085
41 H 6.51 2.08 4.68  C37 1.088
42 H -6.59 -2.01 -3.07  C18 1.081
43 H -1.88 -4.29 3.54  C32 1.087
44 H 5.43 -0.15 5.19  C35 1.086
45 H 4.38 2.24 0.81  C40 1.088
46 H 0.30 4.87 -2.90  S5 1.338
47 H -1.43 1.92 -1.47  C27 1.096
48 H 3.63 1.33 -1.10  N13 1.015
49 H 4.49 1.25 5.76  C35 1.088
50 H 1.63 -2.65 2.91  C33 1.089
51 H -1.73 2.90 1.06  C23 1.091
52 H -0.67 2.76 -3.56  C28 1.087
53 H -1.23 4.38 0.27  C23 1.092
54 H 0.32 0.69 3.34  O9 0.968
55 H 0.88 -2.29 -2.57  C25 1.089
56 H -3.04 1.22 0.33  C39 1.092
57 H 0.62 0.94 -4.45  C19 1.093
58 H 0.34 -1.22 -1.26  C25 1.091
59 H -2.31 -7.16 2.58  C38 1.087
60 H -4.46 -1.09 -3.98  C26 1.082
61 H 3.12 -3.05 1.15  C31 1.089
62 H 1.64 -4.39 3.01  C33 1.089
63 H -0.52 2.93 -5.29  C28 1.088
64 H 3.03 1.66 -3.40  C22 1.098
65 H -4.56 2.07 0.48  C39 1.092
66 H 3.28 1.16 1.61  C40 1.084
67 H 5.12 2.49 3.66  C37 1.088
68 H 0.86 3.51 -0.42  C21 1.094
69 H -1.63 3.63 -1.85  C27 1.094
70 H -6.11 0.46 0.40  C17 1.083
71 H 0.66 3.18 1.28  C21 1.089
72 H 0.33 -3.61 2.15  C33 1.087
73 H 1.97 -0.52 2.06  O11 0.967
74 H 2.53 -4.70 0.90  C31 1.089
75 H -1.19 -6.00 1.83  C38 1.089
76 H 2.00 2.85 -2.63  C22 1.091
77 H 2.03 -0.59 -3.50  C30 1.088
78 H -3.68 2.84 -1.91  N16 1.012
79 H -7.40 -1.23 -0.85  C34 1.081
80 H 1.78 2.03 -5.24  C19 1.089
81 H 3.09 -0.58 -2.08  C30 1.097
82 H 2.78 2.85 1.22  C40 1.085
83 H -1.87 -0.35 1.55  N15 1.012
84 H -3.19 -4.80 2.47  C32 1.089
85 H -2.26 -0.05 -2.72  O8 0.963

Mulliken atomic charge list, values in e, 8 entries: atom 1 (Cl): -0.164, atom 2 (Cl): -0.187, atom 3 (Cl): -0.184, atom 4 (Cl): -0.113, atom 5 (S): -0.185, atom 6 (P): 0.463, atom 7 (O): -0.376, atom 8 (O): -0.473